The following is a quantum chemistry calculation of an isolated ion of composition C4H9N2S and charge +1, from the OMol25 dataset.

Summary:
- HOMO-LUMO gap: 10.525 eV
- Net charge: +1
- M: 117.2 g mol⁻¹
- HOMO level: -13.830 eV
- Total energy: -18099.817 eV
- LUMO energy: -3.30 eV
- SMILES string: C#C[C@H](N)[C@@H]([NH3+])S

Positions of all 16 atoms, in Å:
C -2.270 -0.480 -1.208
C -1.492 -0.045 -0.409
C -0.226 0.702 0.559
C 0.976 -0.249 0.586
N 0.063 1.932 -0.102
N 0.506 -1.666 0.366
S 2.222 0.111 -0.702
H -3.048 -0.852 -1.812
H -0.700 0.765 1.547
H 1.483 -0.200 1.553
H -0.780 2.458 -0.298
H 0.692 2.509 0.448
H -0.393 -1.569 -0.179
H 0.331 -2.185 1.236
H 1.209 -2.168 -0.198
H 1.427 0.937 -1.386

Atoms 1-2, force components in eV/Å:
C -0.1 0.0 0.3
C 3.3 2.0 2.2